Entry 1:
Entry from OMol25: a structure of composition C29H65N3O5 in a non-equilibrium geometry (the ωB97M-V functional and the def2-TZVPD basis).

Molecular weight ... 535.9 g mol⁻¹
Energy above the lowest of the compared OMol25 structures with the same formula, charge and spin ... 2379.6 kJ/mol

The geometry in XYZ format:
```
102
Properties=species:S:1:pos:R:3:forces:R:3
O 2.955 -0.124 0.904 2.4 -0.5 -1.5
O 0.742 1.884 -0.013 0.1 1.0 1.5
O 2.728 0.973 3.603 2.1 -0.9 0.6
O -4.341 -0.255 1.857 -0.7 -0.4 1.3
O -0.863 -0.747 -1.522 4.3 -5.4 -8.0
N -3.718 0.904 1.367 -0.6 0.2 -0.1
N 2.853 0.776 -0.183 1.1 1.3 -1.2
N -1.054 -2.119 -1.320 -0.4 -2.3 -0.7
C -3.900 2.124 2.282 0.2 -0.6 0.7
C 2.493 1.345 -2.595 1.8 -2.5 -0.7
C -2.703 -0.579 -0.355 -5.7 1.1 3.6
C 1.349 -2.719 -1.383 2.4 -3.8 -1.2
C -5.419 2.663 2.301 1.7 -2.2 -0.2
C 5.301 1.615 -0.021 -0.2 0.2 0.9
C 2.535 0.183 -1.505 -0.1 0.3 0.1
C 1.524 1.582 3.677 -2.6 -0.2 1.7
C 3.684 2.284 -2.534 -2.4 0.6 1.0
C 0.887 0.923 1.087 1.2 2.1 -0.4
C -1.561 -0.474 1.823 -1.4 2.8 2.4
C 0.102 -2.739 -0.560 -1.5 0.8 -0.2
C 0.248 -1.833 0.648 0.4 -4.4 -0.5
C 1.040 -0.451 -1.606 3.5 5.7 0.8
C -1.656 1.587 0.329 -0.7 -0.3 -0.3
C -2.417 0.385 0.838 -0.8 -0.4 0.1
C 3.440 2.631 1.273 -0.1 1.0 -0.6
C -2.159 -4.217 -1.819 1.4 -1.3 0.3
C -1.042 -2.985 -3.747 -0.4 0.6 -0.1
C -3.071 3.194 1.578 1.8 -1.3 1.1
C -3.450 1.819 3.803 -0.1 0.2 -1.6
C -1.578 2.702 1.323 -1.0 2.1 0.4
C 3.543 2.993 -1.163 1.7 -0.6 -1.8
C -3.230 -2.265 -2.654 1.0 1.9 -1.1
C -1.824 -2.827 -2.399 0.7 -1.4 1.0
C -1.046 -4.970 -1.124 1.5 0.5 2.2
C 3.789 1.945 -0.058 0.3 0.9 0.3
C 3.626 -0.835 -1.823 -0.6 -0.4 -1.0
C -0.342 -4.108 -0.007 0.5 0.3 -1.8
H -3.492 3.311 0.579 -0.1 0.5 0.1
H -0.661 1.321 -0.026 -1.9 0.0 -0.4
H 4.653 -0.481 -1.739 -0.1 0.1 -0.1
H 3.778 -0.557 0.665 0.6 -0.8 0.5
H 3.707 2.035 2.145 0.1 0.8 -0.3
H 1.216 1.629 4.722 0.5 0.7 0.3
H 0.948 -1.010 0.510 -0.9 -3.6 0.6
H 5.887 2.527 0.092 -0.2 0.3 -0.3
H -2.881 -1.646 -0.216 -0.2 0.5 1.3
H -2.377 -4.897 -2.643 -0.8 0.3 -0.2
H -1.880 -0.645 -1.067 -17.2 -4.8 -5.4
H 3.479 -1.768 -1.279 0.6 0.4 0.3
H -3.778 2.615 4.471 -0.1 0.0 0.0
H 1.122 -0.091 0.763 -0.4 4.0 0.7
H -2.978 -1.308 -3.111 -0.6 0.5 -0.1
H -3.861 -2.040 -1.793 0.2 -0.7 -0.2
H 0.278 0.324 -1.523 2.8 1.6 -0.8
H -1.400 -0.404 -0.804 10.6 7.4 9.1
H -5.120 -0.429 1.323 0.0 0.3 -0.3
H 3.834 3.643 1.362 1.1 -0.2 -0.1
H -0.597 -2.078 -4.156 -0.4 0.7 0.4
H 0.032 0.880 1.761 0.6 1.0 -1.1
H 1.778 1.191 1.654 -1.5 0.2 -0.6
H 3.616 2.998 -3.354 0.1 0.1 0.0
H 2.227 -2.857 -0.752 -0.1 -0.9 0.3
H 4.578 1.676 -2.677 0.2 0.3 0.4
H 0.520 -2.476 1.485 0.4 0.2 0.3
H 0.578 -4.506 0.419 0.1 -0.7 -0.4
H 1.647 -1.839 -1.953 0.2 -3.3 0.9
H -3.112 4.083 2.208 0.0 0.3 -0.4
H -1.377 0.071 2.749 -0.8 -0.1 0.6
H 1.317 -3.462 -2.180 0.2 -0.9 0.3
H 2.630 3.583 -1.086 -0.2 -0.4 0.0
H 4.358 3.707 -1.283 0.2 0.3 1.3
H 0.749 0.906 3.316 -0.1 0.3 0.0
H -0.150 -3.611 -3.769 -0.5 -0.7 0.5
H -3.520 -0.279 -1.012 -0.1 0.8 0.3
H 2.939 0.843 2.675 0.0 -0.7 0.1
H 2.400 2.955 1.216 -0.3 -0.7 0.3
H 0.932 -1.010 -2.535 -0.6 2.0 -0.4
H -0.533 -0.637 1.501 -2.1 2.7 1.9
H -2.213 2.052 -0.484 -0.1 -0.4 -0.5
H -0.746 -1.478 0.921 1.7 -2.9 -2.5
H 2.835 0.764 -3.451 -1.1 -0.3 -0.6
H 1.528 1.877 -0.564 -0.1 -0.4 0.7
H 5.751 1.056 -0.842 -0.3 -0.2 0.2
H -5.954 1.829 2.758 -0.5 0.2 0.0
H -1.070 3.582 0.930 0.0 0.0 -0.8
H 1.457 2.543 3.169 -0.1 0.2 0.2
H -0.909 2.581 2.175 -0.7 -0.7 0.7
H -3.839 0.858 4.140 -0.4 0.1 -0.1
H -1.982 -1.462 2.010 -0.4 0.2 0.3
H -5.567 3.554 2.911 0.3 0.0 -0.2
H -1.482 -5.731 -0.477 -0.1 -0.7 -0.7
H -2.911 -4.282 -1.032 -0.8 0.9 -0.6
H 3.376 -1.116 -2.846 0.7 -0.3 -0.3
H 0.793 -1.070 -0.743 1.5 2.2 -2.4
H 5.429 1.174 0.967 0.5 -0.8 -0.2
H 1.485 1.713 -2.786 0.2 0.4 0.3
H -1.772 -3.284 -4.500 0.2 -0.4 -0.1
H -5.733 2.782 1.264 -0.2 0.2 0.1
H -0.954 -3.999 0.888 -0.6 0.3 -0.3
H -3.775 -2.786 -3.441 0.2 -0.5 0.3
H -0.327 -5.402 -1.821 0.1 0.0 0.1
H -2.369 1.716 3.896 0.1 0.2 -0.2
```
Positions in Å, forces in eV/Å.

Atom charges from the Löwdin analysis, given in e for atoms 1 to 4: atom 1 (O): -0.035, atom 2 (O): -0.142, atom 3 (O): -0.099, atom 4 (O): -0.040

---

Entry 2:
Entry from OMol25: a structure of composition C22H33O2P2Se2Tl (the ωB97M-V functional and the def2-TZVPD basis).

Molecular weight ... 753.8 g mol⁻¹
Energy above the lowest of the compared OMol25 structures with the same formula, charge and spin ... 150.7 kJ/mol
Charge ... +2

The geometry in XYZ format:
```
62
Properties=species:S:1:pos:R:3:forces:R:3
Tl -0.464 -0.277 -1.362 -0.1 0.0 0.2
Se -2.546 -2.791 0.854 -0.1 0.2 -0.1
Se 1.558 -4.218 0.368 0.1 -0.5 0.1
P -2.324 1.787 -0.492 0.0 0.1 -0.2
P 0.891 2.331 -0.718 0.0 0.0 -0.2
O 1.460 -2.490 0.157 0.2 0.2 -0.3
O -0.315 -0.723 1.273 0.0 -0.1 0.2
C 2.858 -0.303 2.711 0.1 0.2 0.1
C 0.194 4.075 -2.814 0.0 0.0 0.0
C -0.019 -0.815 3.628 0.1 0.0 -0.1
C 2.412 -1.763 0.898 0.1 0.0 -0.2
C -1.114 -3.971 1.412 0.0 -0.1 0.0
C -0.677 4.733 -3.667 0.0 0.0 0.0
C -2.568 2.846 0.979 0.1 -0.1 0.0
C -0.276 3.180 -1.850 -0.1 0.1 0.0
C 2.050 -4.706 -1.415 0.0 -0.2 0.0
C -3.767 -4.181 0.275 0.0 0.0 0.0
C 1.371 3.655 0.455 -0.1 -0.1 0.1
C 1.933 -0.993 1.934 -0.3 0.3 0.6
C -2.042 4.505 -3.568 0.0 0.0 0.0
C 0.462 -0.855 2.202 0.1 0.3 0.0
C 2.428 2.185 -1.702 0.0 0.0 0.0
C 4.217 -0.351 2.428 -0.1 -0.1 -0.1
C -4.045 1.486 -1.012 0.0 0.0 0.0
C 3.758 -1.843 0.601 0.1 -0.1 -0.1
C -1.667 2.953 -1.747 0.1 0.1 0.0
C -2.529 3.624 -2.616 0.0 0.0 0.0
C 4.671 -1.125 1.367 -0.1 0.0 0.0
C -0.330 -4.575 0.241 0.0 -0.2 0.1
H -0.635 -4.207 -0.738 0.0 0.1 0.0
H -4.670 -3.670 -0.048 0.0 0.0 0.0
H -3.597 3.462 -2.555 0.0 0.0 0.0
H -1.072 -1.080 3.659 -0.1 0.0 0.0
H 5.726 -1.173 1.133 0.0 0.0 0.0
H 0.074 0.209 4.004 0.0 0.0 0.0
H -3.101 3.750 0.686 0.0 0.0 0.0
H -1.561 -4.763 2.008 0.1 0.0 0.1
H 2.148 3.287 1.127 0.0 0.0 0.0
H 4.918 0.204 3.038 0.0 0.0 0.0
H 4.100 -2.460 -0.222 0.0 0.0 0.0
H -0.492 -3.376 2.080 0.1 0.0 0.0
H 2.505 0.297 3.541 0.0 0.0 0.0
H 1.755 4.510 -0.102 0.0 0.0 0.0
H 1.256 4.270 -2.904 0.0 0.0 0.0
H -3.361 -4.746 -0.560 0.0 0.0 0.0
H -4.075 1.035 -2.004 0.0 0.0 0.0
H -1.614 3.120 1.428 0.0 0.0 0.0
H 0.520 3.979 1.054 0.0 0.0 0.0
H -4.004 -4.832 1.113 0.0 0.0 0.0
H -4.488 0.786 -0.304 0.0 0.0 0.0
H 2.248 1.610 -2.610 0.0 0.0 0.0
H 1.330 -4.273 -2.103 0.0 0.0 0.0
H -0.292 5.422 -4.409 0.0 0.0 0.0
H 3.165 1.654 -1.098 0.0 0.0 0.0
H -2.728 5.013 -4.233 0.0 0.0 0.0
H -0.345 -5.670 0.227 -0.2 0.0 0.0
H -4.644 2.397 -1.011 0.0 0.0 0.0
H -3.154 2.306 1.724 0.0 0.0 0.0
H 0.567 -1.461 4.281 0.0 0.0 0.0
H 2.846 3.154 -1.971 0.0 0.0 0.0
H 2.039 -5.797 -1.455 0.0 0.0 -0.1
H 3.055 -4.337 -1.596 0.1 0.0 0.0
```
Positions in Å, forces in eV/Å.

Atom charges from the Löwdin analysis, given in e for atoms 1 to 4: atom 1 (Tl): 0.678, atom 2 (Se): 0.930, atom 3 (Se): 1.419, atom 4 (P): 0.768

---

Entry 3:
Entry from OMol25: a structure of composition C40H40AsN4O8STi in a non-equilibrium geometry (the ωB97M-V functional and the def2-TZVPD basis).

Molecular weight ... 859.6 g mol⁻¹
Energy above the lowest of the compared OMol25 structures with the same formula, charge and spin ... 23.7 kJ/mol
Charge ... +1

The geometry in XYZ format:
```
95
Properties=species:S:1:pos:R:3:forces:R:3
As -3.244 -1.643 0.054 -0.1 -0.6 0.6
Ti -0.630 -0.101 -1.008 2.6 0.0 0.2
S -3.446 0.655 -2.317 0.1 -0.1 0.0
O -3.740 1.628 -3.316 0.0 0.2 0.1
O 1.232 0.658 -0.686 0.5 0.1 0.2
O -3.667 -0.733 -2.622 0.1 0.0 -0.1
O -2.950 -2.179 1.582 0.2 0.2 -0.1
O -1.997 0.853 -1.822 -1.3 0.5 -0.9
O -4.184 -2.878 -0.726 0.2 0.0 -0.2
O 0.228 -1.190 0.637 0.0 -0.3 0.4
O -1.755 -1.506 -0.814 -1.5 -0.5 0.1
N 0.615 -2.038 -2.114 -0.3 0.0 -0.1
N -0.063 -1.592 4.209 0.0 0.1 0.2
N 2.594 0.294 1.611 -0.2 -0.3 0.1
N 0.233 0.493 -3.151 -0.4 -0.2 0.0
C 4.748 2.115 -2.326 0.1 0.0 -0.1
C 0.669 -2.382 0.878 0.2 0.6 -0.3
C -2.337 1.690 2.611 0.0 -0.1 0.0
C -6.031 2.115 0.378 -0.1 0.0 0.2
C -0.597 3.314 -0.877 -0.1 -0.1 0.1
C 1.234 -1.158 4.770 -0.1 0.0 -0.1
C 1.787 0.028 3.965 0.0 0.0 -0.1
C 1.254 -3.244 -0.076 -0.1 -0.1 -0.2
C -0.273 -2.131 3.055 -0.3 -0.2 -0.3
C 1.949 -4.362 0.369 0.1 -0.1 -0.1
C -1.085 1.301 0.542 -0.4 0.2 -0.1
C 0.466 -2.185 -3.580 0.1 0.1 0.1
C 3.545 0.849 0.933 0.2 0.2 -0.2
C 1.073 -3.061 -1.519 0.2 0.0 0.2
C 3.610 1.850 -3.105 0.1 0.1 -0.1
C -1.640 0.845 1.706 0.1 0.1 0.1
C 2.811 -0.379 2.891 -0.1 0.1 0.0
C -5.202 2.031 -0.733 0.1 0.0 0.0
C 6.001 2.675 -2.954 -0.1 0.0 0.0
C -1.191 2.713 0.265 0.2 -0.1 0.0
C -1.904 3.557 1.151 0.0 0.0 0.1
C 2.436 1.345 -2.589 -0.1 0.0 -0.3
C -6.044 1.106 1.330 -0.1 0.1 0.0
C -4.379 -0.091 0.103 0.2 0.3 -0.4
C 1.453 -3.906 2.641 -0.1 -0.1 0.1
C 2.323 1.071 -1.208 -0.4 0.1 0.0
C 2.872 -5.937 2.124 -0.1 0.1 0.0
C -2.485 3.009 2.329 0.0 0.2 0.0
C -5.208 0.002 1.207 0.1 0.1 -0.1
C -2.037 4.937 0.855 0.0 0.0 0.0
C 1.350 0.993 -3.490 0.1 0.1 0.1
C -0.615 0.013 -4.255 0.1 -0.2 0.3
C -4.390 0.923 -0.865 -0.1 -0.2 0.3
C 0.694 -2.812 2.225 -0.1 0.1 0.2
C -0.727 4.648 -1.136 0.0 0.1 0.0
C 2.110 -4.697 1.715 0.1 -0.1 0.0
C 4.659 1.806 -0.994 0.1 0.0 0.1
C -1.467 5.474 -0.263 0.0 0.0 0.0
C -0.795 -1.504 -4.096 0.0 0.1 0.0
C 3.485 1.274 -0.417 0.2 0.0 0.2
H 6.822 2.700 -2.239 0.0 0.0 0.0
H -1.055 -1.924 -5.067 0.0 0.0 0.0
H -0.264 5.078 -2.017 0.0 0.0 0.0
H 0.946 0.543 3.493 0.0 0.0 0.0
H -1.573 0.522 -4.239 -0.1 0.1 0.0
H 6.315 2.069 -3.805 0.0 0.0 0.0
H 2.248 0.743 4.646 0.0 0.0 0.0
H 2.400 -5.011 -0.379 0.0 0.0 0.0
H -1.578 6.529 -0.481 0.0 0.0 0.0
H -2.600 5.562 1.540 0.0 0.0 0.0
H 3.824 -0.159 3.224 0.1 0.0 0.0
H 5.841 3.692 -3.317 0.0 0.0 0.0
H 1.695 0.139 1.132 -0.1 0.0 0.0
H -0.032 2.697 -1.561 0.0 0.0 -0.1
H 1.559 1.144 -4.550 0.1 0.0 -0.1
H -6.684 2.971 0.492 0.0 0.0 0.0
H -0.884 -1.224 4.672 0.0 0.1 0.0
H 3.154 -5.900 3.175 0.0 0.0 0.0
H -5.189 2.796 -1.499 0.0 0.0 0.0
H 1.347 -1.745 -4.055 0.1 0.0 0.0
H 3.658 2.045 -4.175 0.0 0.0 0.0
H 5.522 1.957 -0.350 0.0 0.0 0.0
H -1.311 -2.100 2.663 0.2 0.0 0.1
H -1.627 -1.723 -3.427 0.0 0.0 0.0
H 3.782 -6.053 1.535 0.0 0.0 0.0
H 1.457 -4.192 3.691 0.0 0.0 -0.1
H 1.930 -1.993 4.796 0.0 -0.1 0.0
H -3.950 -3.711 -0.291 -0.1 0.0 0.0
H 2.758 -1.449 2.700 0.0 -0.1 0.0
H -1.593 -0.204 1.938 -0.1 -0.2 0.0
H 0.454 -3.241 -3.851 0.0 -0.1 0.0
H 4.494 0.957 1.454 0.0 0.0 0.0
H 1.350 -3.937 -2.113 0.1 -0.1 0.0
H -0.140 0.236 -5.211 0.1 0.0 -0.1
H 1.037 -0.862 5.795 0.0 0.0 0.1
H -6.711 1.176 2.180 0.0 0.0 0.0
H -2.785 1.265 3.504 0.0 0.0 -0.1
H -3.046 3.661 2.990 0.0 0.0 0.0
H -5.186 -0.776 1.958 0.0 0.0 0.0
H 2.269 -6.834 1.974 0.0 0.0 0.0
```
Positions in Å, forces in eV/Å.

Atom charges from the Löwdin analysis, given in e for atoms 1 to 4: atom 1 (As): 0.995, atom 2 (Ti): 1.110, atom 3 (S): 0.560, atom 4 (O): -0.239

---

Entry 4:
Entry from OMol25: a cluster of 3 separate species, C6H10O in total in a non-equilibrium geometry (the ωB97M-V functional and the def2-TZVPD basis).

Molecular weight ... 98.1 g mol⁻¹
Energy above the lowest of the compared OMol25 structures with the same formula, charge and spin ... 353.7 kJ/mol

The geometry in XYZ format:
```
17
Properties=species:S:1:pos:R:3:forces:R:3
O 1.364 -1.265 1.364 -1.4 2.0 -0.5
C -0.394 -1.159 -0.885 0.1 0.0 0.0
C 0.715 -0.229 1.167 4.7 -0.9 -1.4
C 1.857 1.375 -1.672 -0.4 -0.2 0.1
C 1.078 0.808 -0.959 0.1 0.1 0.0
C -1.119 1.074 0.082 0.1 0.0 -0.1
C 0.059 0.119 -0.172 -1.1 -0.6 0.4
H 1.027 0.689 1.703 -0.8 -0.1 0.7
H -1.866 0.594 0.712 0.0 0.0 0.0
H -1.104 -1.693 -0.255 0.0 0.0 0.0
H -1.038 -1.226 2.265 1.8 -1.4 0.3
H -0.779 1.991 0.561 0.0 0.0 0.1
H -0.275 -1.578 2.247 -3.3 0.9 0.5
H -1.579 1.351 -0.864 0.0 0.0 0.0
H 0.459 -1.808 -1.070 0.0 0.0 0.0
H -0.860 -0.915 -1.838 0.0 0.0 0.0
H 2.455 1.870 -2.385 0.4 0.2 -0.1
```
Positions in Å, forces in eV/Å.

Atom charges from the Löwdin analysis, given in e for atoms 1 to 4: atom 1 (O): -0.025, atom 2 (C): -0.035, atom 3 (C): -0.277, atom 4 (C): 0.160

---

Calculated E in order - -1683.31331, -6666.08956, -5852.57251, -309.70766 Eh